--- w ---
DFT (the ωB97M-V functional and the def2-TZVPD basis) results for 10 unconnected molecules or ions with the total composition C20H60O10.

Each atom is followed by the atoms it is bonded to, with distances in Å.
Positions of all 90 atoms, in Å:
1 C -1.5807 0.4450 -0.8143  C2 1.528, H4 1.090, H5 1.090, H6 1.090
2 C -0.3783 0.8568 0.0337  C1 1.528, O3 1.448, H7 1.090, H8 1.090
3 O 0.4784 1.6166 -0.8529  C2 1.448, H9 0.960
4 H -1.3591 -0.0003 -1.7843  C1 1.090
5 H -2.2101 1.2926 -1.0854  C1 1.090
6 H -2.1800 -0.3035 -0.2959  C1 1.090
7 H 0.1950 0.0159 0.4240  C2 1.090
8 H -0.7543 1.4262 0.8837  C2 1.090
9 H 1.3633 1.5540 -0.4859  O3 0.960
10 C 2.5681 0.9875 4.3697  C11 1.472, H13 1.090, H14 1.090, H15 1.090
11 C 1.3848 0.1126 4.3279  C10 1.472, O12 1.380, H16 1.090, H17 1.090
12 O 0.8055 0.1864 3.0777  C11 1.380, H18 0.960
13 H 3.3206 0.6299 3.6669  C10 1.090
14 H 3.1417 1.0047 5.2965  C10 1.090
15 H 2.3361 1.9892 4.0080  C10 1.090
16 H 0.6197 0.4065 5.0466  C11 1.090
17 H 1.6104 -0.9373 4.5149  C11 1.090
18 H -0.1302 -0.0254 3.0443  O12 0.960
19 C 0.0039 -3.3139 -1.0669  C20 1.532, H22 1.090, H23 1.090, H24 1.090
20 C 0.5579 -2.3284 -2.1009  C19 1.532, O21 1.408, H25 1.090, H26 1.090
21 O 0.0452 -2.4858 -3.4025  C20 1.408, H27 0.960
22 H 0.0893 -4.3355 -1.4371  C19 1.090
23 H -1.0760 -3.2373 -0.9400  C19 1.090
24 H 0.5015 -3.2384 -0.1001  C19 1.090
25 H 1.6321 -2.5036 -2.1602  C20 1.090
26 H 0.4689 -1.2748 -1.8362  C20 1.090
27 H 0.7283 -2.1591 -3.9926  O21 0.960
28 C 0.0969 1.2788 -4.6012  C29 1.556, H31 1.090, H32 1.090, H33 1.090
29 C 0.5559 2.7592 -4.4628  C28 1.556, O30 1.390, H34 1.090, H35 1.090
30 O -0.1574 3.3592 -3.4320  C29 1.390, H36 0.960
31 H 0.1324 0.6618 -3.7033  C28 1.090
32 H 0.6524 0.7824 -5.3968  C28 1.090
33 H -0.9522 1.2485 -4.8954  C28 1.090
34 H 0.5335 3.2375 -5.4420  C29 1.090
35 H 1.6173 2.8044 -4.2188  C29 1.090
36 H -0.0505 2.7508 -2.6972  O30 0.960
37 C 4.6749 -1.7475 1.9415  C38 1.531, H40 1.090, H41 1.090, H42 1.090
38 C 3.2448 -2.0963 1.5213  C37 1.531, O39 1.409, H43 1.090, H44 1.090
39 O 2.5253 -0.9229 1.2179  C38 1.409, H45 0.960
40 H 5.2077 -2.6550 2.2256  C37 1.090
41 H 4.6782 -1.0796 2.8028  C37 1.090
42 H 5.2617 -1.2748 1.1539  C37 1.090
43 H 2.8056 -2.7298 2.2920  C38 1.090
44 H 3.1771 -2.6620 0.5921  C38 1.090
45 H 2.1906 -0.5389 2.0316  O39 0.960
46 C -0.5836 -2.6738 2.7350  C47 1.520, H49 1.090, H50 1.090, H51 1.090
47 C -1.9168 -1.9705 2.5391  C46 1.520, O48 1.396, H52 1.090, H53 1.090
48 O -1.8123 -0.6550 2.9946  C47 1.396, H54 0.960
49 H -0.2276 -2.6639 3.7652  C46 1.090
50 H 0.1055 -2.2044 2.0328  C46 1.090
51 H -0.5514 -3.7292 2.4645  C46 1.090
52 H -2.6807 -2.4417 3.1576  C47 1.090
53 H -2.2738 -1.9273 1.5101  C47 1.090
54 H -2.7039 -0.3032 2.9413  O48 0.960
55 C -0.4309 3.3184 3.6769  C56 1.572, H58 1.090, H59 1.090, H60 1.090
56 C -0.6813 4.8377 3.9951  C55 1.572, O57 1.411, H61 1.090, H62 1.090
57 O -1.5943 4.9784 5.0611  C56 1.411, H63 0.960
58 H 0.1844 2.7912 4.4060  C55 1.090
59 H 0.0372 3.2305 2.6965  C55 1.090
60 H -1.3893 2.8072 3.5867  C55 1.090
61 H -1.1172 5.3332 3.1276  C56 1.090
62 H 0.2536 5.3659 4.1825  C56 1.090
63 H -1.3008 4.4134 5.7796  O57 0.960
64 C -4.6514 1.8053 -4.6392  C65 1.548, H67 1.090, H68 1.090, H69 1.090
65 C -3.9404 0.5374 -4.1061  C64 1.548, O66 1.398, H70 1.090, H71 1.090
66 O -3.9149 -0.4741 -5.0702  C65 1.398, H72 0.960
67 H -5.7258 1.6214 -4.6343  C64 1.090
68 H -4.3495 2.0254 -5.6632  C64 1.090
69 H -4.4851 2.6528 -3.9742  C64 1.090
70 H -4.4760 0.3006 -3.1868  C65 1.090
71 H -2.9158 0.6805 -3.7629  C65 1.090
72 H -3.5521 -1.2103 -4.5722  O66 0.960
73 C -3.3319 -4.4937 -2.5527  C74 1.500, H76 1.090, H77 1.090, H78 1.090
74 C -3.4502 -3.0030 -2.6748  C73 1.500, O75 1.408, H79 1.090, H80 1.090
75 O -2.6290 -2.5397 -3.7204  C74 1.408, H81 0.960
76 H -3.5918 -5.0728 -3.4388  C73 1.090
77 H -4.0715 -4.7664 -1.7999  C73 1.090
78 H -2.3051 -4.7400 -2.2821  C73 1.090
79 H -3.1536 -2.5477 -1.7300  C74 1.090
80 H -4.4651 -2.6453 -2.8483  C74 1.090
81 H -1.6988 -2.5911 -3.4890  O75 0.960
82 C 4.9992 1.8471 1.4455  C83 1.542, H85 1.090, H86 1.090, H87 1.090
83 C 3.5364 2.1452 1.0575  C82 1.542, O84 1.405, H88 1.090, H89 1.090
84 O 3.1474 1.3353 -0.0220  C83 1.405, H90 0.960
85 H 5.1507 0.7958 1.6904  C82 1.090
86 H 5.2348 2.4314 2.3350  C82 1.090
87 H 5.6353 2.1171 0.6025  C82 1.090
88 H 3.4596 3.2047 0.8134  C83 1.090
89 H 2.8291 2.0262 1.8783  C83 1.090
90 H 3.0226 0.4945 0.4242  O84 0.960

As for the charge: 0. The SMILES is CCO.CCO.CCO.CCO.CCO.CCO.CCO.CCO.CCO.CCO. The HOMO-LUMO gap is 9.41 eV.

Results of the Mulliken charge analysis, in e, for atoms 1 through 8: -0.896, 1.039, -0.344, -0.170, 0.496, 0.099, -0.438, -0.029

***

--- x ---
DFT (the ωB97M-V functional and the def2-TZVPD basis) results for 10 unconnected molecules or ions with the total composition C20H60O10.

Each atom is followed by the atoms it is bonded to, with distances in Å.
Positions of all 90 atoms, in Å:
1 C 0.3862 0.6534 -0.5860  C2 1.454, H4 1.110, H5 1.126, H6 1.130
2 C -0.0528 -0.6616 -0.1460  C1 1.454, O3 1.501, H7 1.082, H8 1.051
3 O -1.0828 -1.1336 -1.1310  C2 1.501, H9 0.787
4 H -0.5298 1.2684 -0.7070  C1 1.110
5 H 0.5732 0.9704 -1.6500  C1 1.126
6 H 1.0092 1.2744 0.1230  C1 1.130
7 H -0.6008 -0.6366 0.7870  C2 1.082
8 H 0.6262 -1.4406 0.0450  C2 1.051
9 H -1.3988 -1.7986 -0.8530  O3 0.787
10 C -0.6348 0.6594 -4.3440  C11 1.522, H13 1.013, H14 1.211, H15 1.085
11 C -0.5018 -0.8346 -4.6010  C10 1.522, O12 1.421, H16 1.050, H17 0.977
12 O -0.1018 -1.1206 -5.9340  C11 1.421, H18 0.946
13 H -1.0738 0.8254 -3.4460  C10 1.013
14 H -1.1828 1.2714 -5.2340  C10 1.211
15 H 0.3922 1.0094 -4.3370  C10 1.085
16 H -1.2488 -1.4846 -4.2520  C11 1.050
17 H 0.1532 -1.1706 -3.9580  C11 0.977
18 H -0.0198 -2.0586 -6.0220  O12 0.946
19 C 3.5892 2.8454 3.0070  C20 1.504, H22 1.266, H23 1.257, H24 1.071
20 C 3.9402 1.3854 2.9260  C19 1.504, O21 1.422, H25 1.118, H26 1.124
21 O 3.0202 0.7714 2.0330  C20 1.422, H27 0.993
22 H 3.1512 3.2004 1.8730  C19 1.266
23 H 4.6672 3.3904 3.3540  C19 1.257
24 H 2.7142 2.9904 3.6080  C19 1.071
25 H 3.7962 0.9314 3.9380  C20 1.118
26 H 4.9062 1.0434 2.4650  C20 1.124
27 H 3.4842 -0.0896 1.8600  O21 0.993
28 C 3.5712 2.2454 -1.8120  C29 1.491, H31 1.058, H32 0.982, H33 1.217
29 C 4.7102 1.4404 -1.2840  C28 1.491, O30 1.447, H34 1.099, H35 0.974
30 O 5.4572 1.0124 -2.4470  C29 1.447, H36 1.032
31 H 2.7722 2.2544 -1.1180  C28 1.058
32 H 3.0572 1.7524 -2.4880  C28 0.982
33 H 4.1032 3.1984 -2.3500  C28 1.217
34 H 4.5202 0.4454 -0.8570  C29 1.099
35 H 5.1352 1.9854 -0.5970  C29 0.974
36 H 5.9842 1.6944 -3.0150  O30 1.032
37 C -2.1398 1.9304 3.0610  C38 1.564, H40 1.061, H41 0.942, H42 1.109
38 C -0.6088 2.1484 2.8290  C37 1.564, O39 1.347, H43 1.129, H44 1.091
39 O -0.0098 0.9464 2.7290  C38 1.347, H45 0.940
40 H -2.7318 2.7144 2.6600  C37 1.061
41 H -2.3618 1.7564 3.9600  C37 0.942
42 H -2.5658 1.0804 2.4910  C37 1.109
43 H -0.0028 2.7724 3.5490  C38 1.129
44 H -0.6428 2.5064 1.7990  C38 1.091
45 H 0.8802 0.9884 2.4290  O39 0.940
46 C 2.1152 -2.1286 3.0500  C47 1.492, H49 1.040, H50 1.139, H51 1.088
47 C 3.3832 -2.7646 2.5890  C46 1.492, O48 1.505, H52 1.106, H53 1.059
48 O 4.1002 -1.8116 1.6710  C47 1.505, H54 0.977
49 H 1.4322 -2.9076 3.1420  C46 1.040
50 H 1.6072 -1.3886 2.3490  C46 1.139
51 H 2.3942 -1.6256 3.9730  C46 1.088
52 H 3.2242 -3.6196 1.9060  C47 1.106
53 H 3.9342 -3.0896 3.4330  C47 1.059
54 H 4.8522 -2.2956 1.2770  O48 0.977
55 C -1.5788 -5.1336 -0.3450  C56 1.572, H58 1.138, H59 1.050, H60 1.038
56 C -1.3338 -4.2526 0.9340  C55 1.572, O57 1.386, H61 1.136, H62 1.023
57 O -2.0658 -3.0796 1.0250  C56 1.386, H63 0.877
58 H -2.6828 -4.8656 -0.4080  C55 1.138
59 H -1.4798 -6.0976 0.0600  C55 1.050
60 H -1.3238 -4.9516 -1.3350  C55 1.038
61 H -0.2588 -3.8876 0.9680  C56 1.136
62 H -1.5318 -4.9876 1.6180  C56 1.023
63 H -1.9898 -2.5716 1.7360  O57 0.877
64 C -0.9068 3.9634 -2.1050  C65 1.569, H67 1.161, H68 1.233, H69 1.154
65 C -2.2488 3.8234 -2.9050  C64 1.569, O66 1.526, H70 0.952, H71 1.115
66 O -2.6888 5.2844 -2.9290  C65 1.526, H72 0.774
67 H -0.3378 2.9614 -2.2480  C64 1.161
68 H -0.8848 3.9614 -0.8720  C64 1.233
69 H -0.2358 4.7284 -2.6500  C64 1.154
70 H -2.8588 3.1844 -2.5490  C65 0.952
71 H -2.0368 3.6784 -3.9900  C65 1.115
72 H -3.1798 5.4214 -3.5110  O66 0.774
73 C -4.5798 0.3744 -4.1560  C74 1.493, H76 1.170, H77 1.027, H78 1.124
74 C -4.0718 -0.3456 -2.9510  C73 1.493, O75 1.435, H79 1.040, H80 1.099
75 O -3.5678 0.5404 -1.9410  C74 1.435, H81 1.147
76 H -3.8158 1.0254 -4.7580  C73 1.170
77 H -5.3458 1.0414 -4.0020  C73 1.027
78 H -4.8888 -0.3476 -4.9600  C73 1.124
79 H -3.2468 -0.8886 -3.2780  C74 1.040
80 H -4.8518 -1.0556 -2.6440  C74 1.099
81 H -2.5358 0.2294 -1.5480  O75 1.147
82 C -2.5158 -3.2126 4.4040  C83 1.599, H85 1.067, H86 1.144, H87 1.128
83 C -1.5728 -1.9226 4.4650  C82 1.599, O84 1.509, H88 1.017, H89 1.025
84 O -1.3988 -1.4596 3.0390  C83 1.509, H90 0.888
85 H -1.8778 -3.9276 3.9340  C82 1.067
86 H -3.4818 -3.0066 3.8260  C82 1.144
87 H -2.7418 -3.5516 5.4560  C82 1.128
88 H -0.6388 -2.2046 4.7520  C83 1.017
89 H -1.9818 -1.1936 5.0590  C83 1.025
90 H -1.4138 -0.5726 3.0660  O84 0.888

As for the charge: 0. The SMILES is CCO.CCO.CCO.CCO.CCO.CCO.CCO.CCO.CCO.CCO. The HOMO-LUMO gap is 9.95 eV.

Results of the Mulliken charge analysis, in e, for atoms 1 through 8: -0.177, 0.438, -0.341, -0.015, 0.113, -0.049, -0.383, 0.510

***

--- y ---
DFT (the ωB97M-V functional and the def2-TZVPD basis) results for 10 unconnected molecules or ions with the total composition C20H60O10.

Each atom is followed by the atoms it is bonded to, with distances in Å.
Positions of all 90 atoms, in Å:
1 C -0.9210 2.3707 5.3087  C2 1.510, H4 1.038, H5 1.038, H6 1.199
2 C 0.4590 2.0157 4.8077  C1 1.510, O3 1.422, H7 1.081, H8 1.202
3 O 0.6560 0.6737 4.3807  C2 1.422, H9 0.980
4 H -1.1550 1.9007 6.2047  C1 1.038
5 H -1.7050 2.0717 4.6977  C1 1.038
6 H -0.8440 3.5667 5.3577  C1 1.199
7 H 1.2920 2.2737 5.4457  C2 1.081
8 H 0.4620 2.5017 3.7087  C2 1.202
9 H 1.5430 0.4107 4.0577  O3 0.980
10 C -4.3040 1.9067 -1.5253  C11 1.535, H13 1.189, H14 1.093, H15 1.217
11 C -3.2730 2.7737 -0.7893  C10 1.535, O12 1.435, H16 1.137, H17 1.221
12 O -3.2070 2.3127 0.5677  C11 1.435, H18 0.813
13 H -4.4460 1.9757 -2.7033  C10 1.189
14 H -5.3000 1.7037 -1.1233  C10 1.093
15 H -4.0350 0.7247 -1.4233  C10 1.217
16 H -3.6280 3.8407 -0.9553  C11 1.137
17 H -2.1260 2.6787 -1.1963  C11 1.221
18 H -2.6010 2.7737 0.8537  O12 0.813
19 C 0.8760 0.5887 0.2187  C20 1.568, H22 1.101, H23 1.157, H24 1.028
20 C -0.4350 -0.2453 0.4277  C19 1.568, O21 1.336, H25 1.059, H26 1.125
21 O -0.7120 -1.1073 -0.5543  C20 1.336, H27 0.963
22 H 0.9030 1.1597 1.1597  C19 1.101
23 H 0.7410 1.4647 -0.5253  C19 1.157
24 H 1.7650 0.0867 0.0947  C19 1.028
25 H -1.3230 0.3237 0.5187  C20 1.059
26 H -0.5410 -0.8073 1.3967  C20 1.125
27 H -1.6280 -1.3823 -0.4433  O21 0.963
28 C 2.9310 -2.8883 -3.4103  C29 1.450, H31 1.022, H32 1.090, H33 1.219
29 C 1.8820 -2.0343 -2.8893  C28 1.450, O30 1.374, H34 0.997, H35 1.176
30 O 0.9390 -2.6843 -2.1303  C29 1.374, H36 0.976
31 H 3.6180 -2.4203 -4.0043  C28 1.022
32 H 2.4660 -3.5523 -4.1383  C28 1.090
33 H 3.4190 -3.6043 -2.5523  C28 1.219
34 H 1.4270 -1.6543 -3.6903  C29 0.997
35 H 2.1910 -0.9753 -2.4823  C29 1.176
36 H 0.2630 -2.1023 -1.7353  O30 0.976
37 C 3.4770 -2.6733 0.5067  C38 1.508, H40 1.169, H41 1.044, H42 1.119
38 C 4.7380 -1.8793 0.2747  C37 1.508, O39 1.409, H43 1.182, H44 1.164
39 O 5.6550 -2.7103 -0.3983  C38 1.409, H45 0.968
40 H 3.7680 -3.5753 1.1917  C37 1.169
41 H 3.2130 -3.3133 -0.2743  C37 1.044
42 H 2.5670 -2.0303 0.6067  C37 1.119
43 H 5.3230 -1.8243 1.3007  C38 1.182
44 H 4.4500 -0.9583 -0.3763  C38 1.164
45 H 6.5830 -2.4333 -0.3933  O39 0.968
46 C 3.2890 3.2497 -1.3203  C47 1.520, H49 1.044, H50 1.169, H51 1.094
47 C 3.6740 4.6437 -1.7893  C46 1.520, O48 1.440, H52 1.014, H53 1.222
48 O 2.5480 5.5367 -1.7023  C47 1.440, H54 0.937
49 H 2.4720 2.8567 -1.8383  C46 1.044
50 H 3.1940 3.5177 -0.1863  C46 1.169
51 H 4.0610 2.5177 -1.5733  C46 1.094
52 H 4.0500 4.4197 -2.7043  C47 1.014
53 H 4.6770 5.1997 -1.3663  C47 1.222
54 H 2.8300 6.4117 -1.8823  O48 0.937
55 C -0.1530 -3.8343 3.3147  C56 1.559, H58 1.077, H59 1.038, H60 1.221
56 C 0.2330 -4.0693 1.8227  C55 1.559, O57 1.332, H61 1.058, H62 1.051
57 O 0.3440 -5.3253 1.3937  C56 1.332, H63 0.936
58 H -0.1500 -2.7923 3.5877  C55 1.077
59 H 0.4110 -4.4923 3.8857  C55 1.038
60 H -1.2610 -4.3313 3.4377  C55 1.221
61 H 1.1870 -3.6923 1.5637  C56 1.058
62 H -0.3950 -3.5363 1.1707  C56 1.051
63 H 0.5710 -5.2283 0.4907  O57 0.936
64 C -0.6400 5.4067 0.8237  C65 1.531, H67 0.974, H68 1.095, H69 1.099
65 C -0.1930 3.9707 1.1077  C64 1.531, O66 1.415, H70 1.114, H71 1.015
66 O -1.0720 3.4237 2.0717  C65 1.415, H72 1.021
67 H -0.6120 6.0327 1.5697  C64 0.974
68 H -1.4120 5.5117 0.0547  C64 1.095
69 H 0.2330 5.7767 0.2677  C64 1.099
70 H 0.8290 3.8517 1.5357  C65 1.114
71 H -0.1440 3.3807 0.2837  C65 1.015
72 H -0.7270 3.6447 3.0067  O66 1.021
73 C -3.1220 -1.3433 -3.6283  C74 1.549, H76 1.166, H77 1.239, H78 1.214
74 C -1.7720 -0.5843 -3.5983  C73 1.549, O75 1.342, H79 1.125, H80 1.309
75 O -1.4780 0.0047 -4.7683  C74 1.342, H81 0.966
76 H -3.1680 -2.0693 -4.5393  C73 1.166
77 H -3.9890 -0.5093 -3.9233  C73 1.239
78 H -3.3470 -1.9303 -2.5893  C73 1.214
79 H -0.9520 -1.3533 -3.5513  C74 1.125
80 H -1.8050 0.3547 -2.6863  C74 1.309
81 H -0.7380 0.6237 -4.8063  O75 0.966
82 C -3.5990 -4.3463 -0.0873  C83 1.559, H85 0.993, H86 1.125, H87 1.196
83 C -3.7470 -3.2003 0.9597  C82 1.559, O84 1.468, H88 1.060, H89 1.038
84 O -3.3310 -1.9053 0.4087  C83 1.468, H90 0.954
85 H -4.0620 -5.1493 0.2677  C82 0.993
86 H -2.5100 -4.6023 -0.2053  C82 1.125
87 H -3.8450 -3.9643 -1.1933  C82 1.196
88 H -3.1140 -3.2063 1.8097  C83 1.060
89 H -4.7240 -2.9003 1.1407  C83 1.038
90 H -3.9660 -1.2163 0.5897  O84 0.954

As for the charge: 0. The SMILES is CCO.CCO.CCO.CCO.CCO.CCO.CCO.CCO.CCO.CCO. The HOMO-LUMO gap is 9.60 eV.

Results of the Mulliken charge analysis, in e, for atoms 1 through 8: -1.221, 0.515, -0.547, 0.428, 0.326, 0.267, 0.319, -0.354

***

--- z ---
DFT (the ωB97M-V functional and the def2-TZVPD basis) results for 10 unconnected molecules or ions with the total composition C20H60O10.

Each atom is followed by the atoms it is bonded to, with distances in Å.
Positions of all 90 atoms, in Å:
1 C -4.2504 -2.4068 2.9619  C2 1.536, H4 1.118, H5 1.087, H6 1.046
2 C -3.2184 -2.9680 1.9728  C1 1.536, O3 1.443, H7 1.098, H8 1.119
3 O -1.9005 -3.0296 2.5581  C2 1.443, H9 0.969
4 H -5.1614 -2.1134 2.3834  C1 1.118
5 H -3.9331 -1.4527 3.3758  C1 1.087
6 H -4.6296 -3.0294 3.7122  C1 1.046
7 H -3.1568 -2.3494 1.0674  C2 1.098
8 H -3.5225 -3.9623 1.5585  C2 1.119
9 H -2.0013 -3.3904 3.4522  O3 0.969
10 C 0.7457 4.0325 -4.1972  C11 1.531, H13 1.122, H14 1.094, H15 1.129
11 C 0.7313 4.2309 -2.6790  C10 1.531, O12 1.415, H16 1.047, H17 1.093
12 O 0.0059 3.1794 -2.0703  C11 1.415, H18 0.935
13 H 1.1476 2.9972 -4.3598  C10 1.122
14 H 1.3778 4.8058 -4.6428  C10 1.094
15 H -0.3141 4.1236 -4.5749  C10 1.129
16 H 0.3153 5.1562 -2.4202  C11 1.047
17 H 1.7400 4.2891 -2.2619  C11 1.093
18 H 0.5980 2.7201 -1.5108  O12 0.935
19 C 2.2844 0.1439 -3.6371  C20 1.544, H22 1.098, H23 1.122, H24 1.090
20 C 1.4348 0.3239 -2.3600  C19 1.544, O21 1.455, H25 1.072, H26 1.111
21 O 1.9382 1.4238 -1.5519  C20 1.455, H27 0.984
22 H 1.7400 -0.5549 -4.2856  C19 1.098
23 H 3.3181 -0.2651 -3.4823  C19 1.122
24 H 2.3464 1.0741 -4.2014  C19 1.090
25 H 1.2743 -0.6282 -1.8952  C20 1.072
26 H 0.4546 0.6713 -2.7510  C20 1.111
27 H 2.4333 1.0756 -0.7755  O21 0.984
28 C -1.9902 -3.2609 -2.3234  C29 1.506, H31 1.114, H32 1.132, H33 1.088
29 C -1.6057 -2.5661 -3.6035  C28 1.506, O30 1.404, H34 1.094, H35 1.084
30 O -0.5369 -3.1179 -4.3272  C29 1.404, H36 0.954
31 H -2.2448 -4.3276 -2.5186  C28 1.114
32 H -3.0025 -2.8655 -2.0049  C28 1.132
33 H -1.1940 -3.2463 -1.5814  C28 1.088
34 H -1.2006 -1.5919 -3.3132  C29 1.094
35 H -2.4604 -2.3946 -4.2478  C29 1.084
36 H -0.7399 -3.9998 -4.6277  O30 0.954
37 C -3.9596 1.5880 -3.6148  C38 1.514, H40 1.056, H41 1.090, H42 1.078
38 C -2.9779 2.7148 -3.3739  C37 1.514, O39 1.380, H43 1.159, H44 1.098
39 O -2.9039 2.8632 -2.0041  C38 1.380, H45 1.003
40 H -4.9531 1.8711 -3.3950  C37 1.056
41 H -3.6343 0.7453 -3.0042  C37 1.090
42 H -3.9433 1.2222 -4.6286  C37 1.078
43 H -3.3589 3.6664 -3.9144  C38 1.159
44 H -2.0207 2.4889 -3.8617  C38 1.098
45 H -1.9785 3.1498 -1.7450  O39 1.003
46 C -1.2517 0.4635 5.5419  C47 1.585, H49 1.045, H50 1.116, H51 1.076
47 C -0.3100 1.1331 4.4576  C46 1.585, O48 1.351, H52 1.064, H53 1.125
48 O 0.9667 0.7228 4.6203  C47 1.351, H54 0.953
49 H -1.0306 -0.5506 5.6650  C46 1.045
50 H -2.3424 0.4848 5.3085  C46 1.116
51 H -1.0357 0.8811 6.5098  C46 1.076
52 H -0.3657 2.1900 4.5687  C47 1.064
53 H -0.6070 0.7931 3.4271  C47 1.125
54 H 1.1257 0.8923 5.5441  O48 0.953
55 C 1.5957 -3.9334 -0.6426  C56 1.518, H58 1.111, H59 1.116, H60 1.100
56 C 0.5963 -4.0635 0.4925  C55 1.518, O57 1.409, H61 1.061, H62 1.123
57 O 0.2157 -2.7553 0.8531  C56 1.409, H63 1.004
58 H 1.8590 -4.8678 -1.1831  C55 1.111
59 H 2.5305 -3.6019 -0.1320  C55 1.116
60 H 1.4165 -3.2474 -1.4836  C55 1.100
61 H 1.0542 -4.5630 1.3083  C56 1.061
62 H -0.2631 -4.7357 0.2281  C56 1.123
63 H -0.5223 -2.8734 1.5231  O57 1.004
64 C 4.8447 -1.5439 2.4115  C65 1.568, H67 1.049, H68 1.069, H69 1.068
65 C 4.6756 -1.2186 0.8868  C64 1.568, O66 1.458, H70 1.090, H71 1.079
66 O 3.4893 -0.4386 0.5556  C65 1.458, H72 0.962
67 H 4.0558 -2.1847 2.6719  C64 1.049
68 H 4.8436 -0.6215 2.9524  C64 1.069
69 H 5.7836 -2.0395 2.5258  C64 1.068
70 H 4.6240 -2.1578 0.3357  C65 1.090
71 H 5.5662 -0.7987 0.4459  C65 1.079
72 H 3.3675 0.2149 1.2504  O66 0.962
73 C -1.9810 1.1072 0.9863  C74 1.540, H76 1.092, H77 1.111, H78 1.106
74 C -1.2356 0.3846 -0.1517  C73 1.540, O75 1.451, H79 1.084, H80 1.122
75 O -1.6660 -1.0004 -0.1901  C74 1.451, H81 0.964
76 H -1.7927 0.5692 1.9178  C73 1.092
77 H -3.0790 1.2363 0.8733  C73 1.111
78 H -1.5474 2.1168 1.1151  C73 1.106
79 H -0.1716 0.5184 0.0067  C74 1.084
80 H -1.5862 0.7596 -1.1497  C74 1.122
81 H -0.9571 -1.5932 -0.4641  O75 0.964
82 C 2.5655 3.9644 3.0532  C83 1.537, H85 1.092, H86 1.070, H87 1.118
83 C 2.3243 2.6230 2.3423  C82 1.537, O84 1.451, H88 1.153, H89 1.068
84 O 2.9914 1.4469 2.8680  C83 1.451, H90 0.979
85 H 2.2658 3.9754 4.1035  C82 1.092
86 H 1.9888 4.7020 2.5357  C82 1.070
87 H 3.6068 4.3681 2.9922  C82 1.118
88 H 2.6014 2.6898 1.2256  C83 1.153
89 H 1.2761 2.4378 2.4244  C83 1.068
90 H 2.4216 1.0778 3.5729  O84 0.979

As for the charge: 0. The SMILES is CCO.CCO.CCO.CCO.CCO.CCO.CCO.CCO.CCO.CCO. The HOMO-LUMO gap is 9.66 eV.

Results of the Mulliken charge analysis, in e, for atoms 1 through 8: -1.330, 0.275, -0.495, 0.348, 0.266, 0.444, -0.003, 0.238

***

Which structure is most stable? w, by 0.900 eV over the runner-up.